This record from OMol25 describes a cluster of 7 separate species, C4H21NO8S in total in a non-equilibrium geometry. The level of theory is ωB97M-V with the def2-TZVPD basis set.

Last column: Mulliken charge in e.
Geometry (Å):
S  1.892  3.094  -2.625  -0.20
O  -2.074  -1.357  -0.780  -0.55
O  -2.736  1.210  2.581  -0.66
O  -0.300  1.744  1.863  -0.65
O  1.314  -2.881  2.391  -0.61
O  2.590  0.353  -1.344  -0.51
O  1.409  -1.830  -3.538  -0.64
O  -0.825  -0.367  3.735  -0.57
O  1.579  -3.007  -0.224  -0.68
N  -0.873  0.717  -0.657  0.13
C  0.496  2.493  -1.492  -1.04
C  0.331  0.996  -1.413  0.52
C  -1.947  0.007  -1.133  -0.90
C  1.552  0.287  -0.708  -0.67
H  1.592  -0.248  0.177  0.81
H  2.877  2.834  -1.814  0.10
H  -2.930  0.384  -0.606  0.34
H  -2.964  1.087  3.626  0.33
H  1.785  -2.740  1.633  0.35
H  -0.389  2.936  -2.085  0.34
H  0.431  1.418  2.536  0.30
H  2.212  -2.994  -0.996  0.31
H  -0.190  -0.195  4.417  0.30
H  0.803  -2.504  -0.503  0.30
H  2.214  -1.286  -3.766  0.33
H  -1.104  1.184  2.119  0.33
H  -0.215  -0.818  3.143  0.28
H  -2.011  0.129  -2.159  0.47
H  0.611  -1.580  -4.127  0.30
H  -3.083  0.523  2.142  0.28
H  0.144  0.486  -2.411  0.24
H  -2.125  -1.367  0.308  0.33
H  -0.951  1.204  0.108  0.30
H  0.499  3.116  -0.586  0.38
H  0.384  -3.028  2.189  0.29

Computed properties:
Kohn-Sham gap = 8.550 eV
ΔE to the lowest compared entry with this formula, charge and spin = 515.9 kJ/mol
SMILES = O=C[C@H](CS)NCO.O.O.O.O.O.O

This record from OMol25 describes a cluster of 12 separate species, C4H22BO19 in total in a non-equilibrium geometry. The level of theory is ωB97M-V with the def2-TZVPD basis set.

Last column: Mulliken charge in e.
Geometry (Å):
O  26.436  -24.660  -36.287  -0.53
O  25.883  -22.994  -33.340  -0.73
O  27.495  -21.941  -39.631  -0.55
O  27.276  -22.736  -37.513  -0.75
O  28.452  -24.727  -40.600  -0.60
O  25.156  -28.197  -32.512  -0.64
O  26.176  -20.671  -41.850  -0.64
O  22.738  -20.314  -39.178  -0.67
O  25.518  -26.718  -38.233  -0.63
O  28.195  -27.531  -32.521  -0.65
O  24.741  -22.717  -39.845  -0.64
O  28.761  -20.598  -35.686  -0.69
O  26.612  -25.636  -34.280  -0.62
O  30.305  -20.865  -40.131  -0.61
O  25.750  -22.559  -30.529  -0.63
O  22.237  -24.166  -39.996  -0.65
O  22.977  -23.552  -33.384  -0.63
O  24.973  -23.254  -37.676  -0.73
O  25.889  -22.502  -35.529  -0.44
C  26.479  -24.669  -34.952  0.60
C  25.372  -22.762  -38.821  0.53
C  26.864  -22.418  -38.722  0.36
C  26.101  -23.259  -34.485  0.50
B  26.112  -23.309  -36.753  1.67
H  28.200  -21.358  -35.887  0.39
H  21.861  -23.834  -40.817  0.29
H  23.229  -21.129  -39.009  0.39
H  26.284  -27.236  -37.970  0.28
H  29.093  -25.265  -41.076  0.27
H  23.061  -23.659  -39.883  0.44
H  30.678  -19.980  -40.189  0.29
H  28.152  -27.045  -33.355  0.34
H  28.963  -20.218  -36.547  0.29
H  25.163  -28.662  -33.354  0.32
H  26.576  -22.410  -30.058  0.30
H  25.662  -20.084  -41.290  0.27
H  26.681  -21.230  -41.225  0.41
H  28.071  -26.856  -31.844  0.33
H  25.431  -26.052  -37.540  0.40
H  29.424  -20.746  -39.750  0.33
H  28.961  -23.976  -40.268  0.30
H  23.416  -19.656  -39.363  0.29
H  26.017  -22.818  -31.427  0.44
H  25.862  -27.544  -32.595  0.33
H  23.912  -23.311  -33.307  0.34
H  22.956  -24.503  -33.228  0.31

Computed properties:
net charge = -1
Kohn-Sham gap = 10.492 eV
ΔE to the lowest compared entry with this formula, charge and spin = 82.4 kJ/mol